Density functional theory data (ωB97M-V/def2-TZVPD) for a structure of composition C35H45NO4P2SSe2SiV.

Calculated values
net charge	-2
HOMO energy (alpha / beta)	-0.40 / -0.47	eV
maximum force	0.0090	hartree/bohr
HOMO-LUMO gap (alpha / beta)	4.57 / 4.65	eV
ΔE to the lowest compared entry with this formula, charge and spin	0.0	kJ/mol
spin multiplicity	2

Each line ends with the Löwdin spin population.
Geometry (Å):
Se (-4.877, 1.680, -0.391)  0.0001
Se (-0.634, 1.929, 1.667)  0.0082
V (0.039, -0.586, 1.151)  0.8208
S (0.430, -3.053, 0.481)  0.0029
P (2.011, 0.463, 0.072)  0.0000
P (-2.807, -1.193, 2.702)  -0.0003
Si (-0.225, -4.974, -2.231)  0.0000
O (0.419, -0.751, 3.242)  0.0584
O (-3.940, 4.925, 2.357)  0.0002
O (-1.272, 5.505, 1.120)  -0.0004
O (-1.947, -1.153, 1.477)  -0.0002
N (-0.600, -1.092, -0.857)  0.0048
C (5.026, -1.599, -2.809)  -0.0001
C (3.306, -1.705, -1.126)  -0.0001
C (3.164, 0.792, 1.452)  0.0162
C (5.124, 1.506, 2.636)  0.0253
C (1.749, 2.059, -0.787)  0.0004
C (3.345, 0.367, 3.826)  0.0197
C (1.124, 4.412, -2.159)  -0.0007
C (-1.747, -1.173, -2.940)  0.0003
C (-0.680, -3.169, -2.080)  0.0003
C (4.401, 1.396, 1.443)  0.0009
C (-1.323, -0.503, -1.809)  0.0018
C (1.658, 4.468, -0.878)  0.0003
C (2.622, 0.249, 2.633)  0.0059
C (3.190, -0.315, -1.129)  -0.0019
C (-1.084, -6.041, -0.951)  0.0003
C (4.584, 0.992, 3.811)  -0.0005
C (-2.276, 5.095, 0.178)  0.0000
C (1.971, 3.299, -0.196)  -0.0002
C (1.204, 2.012, -2.068)  -0.0005
C (1.336, -0.360, 2.421)  0.0283
C (-2.833, 3.706, 0.495)  -0.0005
C (4.917, -0.215, -2.821)  -0.0001
C (-2.694, 0.184, 3.841)  0.0005
C (-2.382, -2.643, 3.688)  -0.0001
C (1.630, -5.240, -2.163)  -0.0002
C (-0.801, -5.573, -3.927)  0.0000
C (4.218, -2.341, -1.959)  0.0000
C (-1.692, 2.690, 0.184)  0.0020
C (4.007, 0.420, -1.989)  -0.0005
C (-3.313, 3.694, 1.957)  0.0007
C (0.898, 3.180, -2.755)  0.0005
C (-4.528, -1.301, 2.217)  -0.0002
C (-1.391, -2.511, -3.074)  0.0005
C (-0.329, -2.414, -0.935)  0.0033
C (-4.026, 3.463, -0.448)  0.0000
H (0.863, 5.325, -2.680)  -0.0001
H (-4.787, 4.216, -0.227)  0.0000
H (5.733, -2.096, -3.463)  0.0000
H (4.812, 1.791, 0.520)  -0.0006
H (-0.958, 3.198, -0.447)  0.0003
H (-0.811, -7.094, -1.076)  0.0000
H (-4.067, 2.912, 2.058)  0.0000
H (2.126, -4.655, -2.942)  0.0000
H (-3.223, 5.568, 2.394)  0.0000
H (-3.690, 3.635, -1.477)  0.0000
H (-3.000, -2.727, 4.584)  0.0000
H (-1.652, 0.305, 4.137)  0.0003
H (-4.678, -2.204, 1.624)  0.0000
H (1.006, 1.052, -2.534)  0.0000
H (2.020, -4.922, -1.196)  -0.0002
H (2.927, -0.030, 4.742)  0.0016
H (-2.131, 1.874, -0.383)  -0.0001
H (-2.353, -0.659, -3.673)  0.0000
H (6.093, 1.990, 2.644)  0.0021
H (4.286, -3.422, -1.947)  0.0000
H (-1.579, 0.534, -1.647)  0.0003
H (-1.859, 5.090, -0.837)  0.0000
H (-3.331, -0.033, 4.703)  0.0000
H (-1.884, -5.487, -4.043)  0.0000
H (0.458, 3.122, -3.743)  0.0000
H (-4.736, -0.425, 1.589)  0.0000
H (-2.484, 3.472, 2.629)  0.0007
H (5.146, 1.085, 4.736)  -0.0008
H (-3.061, 5.853, 0.215)  0.0000
H (-3.019, 1.096, 3.343)  0.0004
H (-1.694, -3.050, -3.966)  0.0000
H (-1.330, -2.529, 3.959)  0.0000
H (-2.491, -3.534, 3.069)  0.0000
H (-0.750, 4.718, 1.341)  -0.0005
H (3.923, 1.499, -2.017)  0.0000
H (-0.328, -5.010, -4.735)  0.0000
H (-2.169, -5.954, -1.052)  0.0000
H (-0.536, -6.626, -4.054)  0.0000
H (5.541, 0.375, -3.484)  0.0000
H (1.806, 5.425, -0.394)  0.0000
H (2.665, -2.287, -0.472)  0.0000
H (1.874, -6.296, -2.316)  0.0000
H (2.354, 3.347, 0.814)  0.0003
H (-5.195, -1.305, 3.080)  0.0000
H (-0.808, -5.717, 0.052)  0.0002